# C7H8N2

The molecule C7H8N2 (ωB97M-V with the def2-TZVPD basis set, OMol25).

Each line ends with the natural charge from an NBO analysis.
Cartesian coordinates (Å):
N  -1.49175  0.76114  0.21967  -0.5760
N  0.16788  2.36298  0.42768  -0.7011
C  -0.27580  -1.12166  -0.36978  -0.1867
C  0.56438  -0.14864  0.26983  -0.2060
C  -1.59823  -0.34063  -0.59418  -0.2273
C  0.25087  -1.52906  1.13147  -0.3941
C  2.98632  0.41269  -0.40251  -0.1978
C  -0.25873  1.07742  0.40210  0.4530
C  1.92368  0.09314  -0.06040  -0.0143
H  -0.61369  3.11040  0.10444  0.3258
H  -1.54389  -0.44456  -1.71671  0.1844
H  -0.49882  -1.41834  1.86350  0.2226
H  -2.17142  1.57576  -0.17863  0.3927
H  4.14926  0.49572  -0.39488  0.2521
H  0.87623  -2.41308  0.99276  0.2424
H  0.03505  -1.74265  -1.26687  0.2370
H  -2.50134  -0.73065  -0.42751  0.1933

Forces on the atoms, in the same order (eV/Å):
-6.4953 3.4566 -2.3022
-1.5222 -1.8932 -0.6325
-1.3076 -2.4883 0.2976
2.1976 -0.9266 2.0079
2.7511 -3.5358 -2.5719
-0.8652 2.1809 -4.5773
7.7684 0.8574 -0.6655
3.9512 7.1172 0.6071
-3.7263 -0.9230 0.7497
1.8414 -2.6521 1.2262
-0.1578 2.1809 0.3200
-0.4762 -0.1404 0.8679
2.2953 -2.2392 1.8954
-3.0776 0.0688 -0.3986
0.2454 0.7911 0.6144
-0.1006 0.8031 1.5470
-3.3215 -2.6573 1.0149

Results
* ΔE to the lowest compared entry with this formula, charge and spin: 122.7 kcal/mol
* HOMO energy: -8.992 eV
* energy: -10362.8628 eV
* charge: 0
* SMILES: [H]/N=C1\NC[C@@H]2C[C@]12C#C